DFT (ωB97M-V with the def2-TZVPD basis set) results for a 2-piece molecular cluster, C6H9N overall.

For the frontier orbital gap, the calculation gives 0.3174 Eh. For the HOMO energy, the calculation gives -8.2 eV.

Geometry as XYZ:
```
16
Properties=species:S:1:pos:R:3:mulliken_charge:R:1
C 0.25329 -1.00114 -1.14927 -1.018
C -0.09983 -0.41656 0.18711 -0.189
C -1.17587 0.63645 0.07857 -0.197
C -2.20090 -0.40398 0.23511 -0.406
C -2.70463 -1.47439 0.47813 -0.081
C 1.87885 1.36147 1.06209 -0.197
N 2.09968 1.23853 -0.18154 -0.528
H -0.07725 -2.04634 -1.17019 0.363
H 1.34641 -1.04747 -1.19177 0.320
H -0.11646 -0.49037 -2.05306 0.283
H -1.26214 1.20323 -0.85998 0.278
H -1.21819 1.31647 0.93682 0.240
H -3.15931 -2.40968 0.71567 0.380
H 1.00552 1.93119 1.38552 0.275
H 2.50174 0.94364 1.85989 0.245
H 2.92909 0.65895 -0.33312 0.230
```


DFT (ωB97M-V with the def2-TZVPD basis set) results for C13H11BN5O5Pt as an isolated structure.

For the frontier orbital gap, the calculation gives 0.3122 Eh. For the HOMO energy, the calculation gives -5.8 eV. The charge is -1.

Geometry as XYZ:
```
36
Properties=species:S:1:pos:R:3:mulliken_charge:R:1
Pt -0.12977 -0.13486 -0.25614 0.965
O 2.43463 3.03647 5.24617 -0.555
C 1.89866 2.38545 4.17184 1.189
C 0.85987 1.46671 4.31442 -0.316
C 0.39257 0.86532 3.15861 -0.141
N 0.88750 1.13104 1.98033 -0.403
C 1.86085 1.99437 1.84175 0.203
C 2.42253 2.66803 2.91146 -0.523
C 2.22197 2.10748 0.38631 0.121
O 3.11487 2.86447 0.02089 -0.734
O 1.51706 1.35587 -0.38562 -0.625
C -0.71191 -0.14657 3.02949 0.052
O -1.31465 -0.53674 4.02598 -0.743
O -0.92938 -0.52336 1.82131 -0.623
H 1.97647 2.74317 6.04041 0.283
H 0.41624 1.21350 5.26990 0.407
H 3.22541 3.37531 2.76246 0.511
B -1.43337 -1.80743 -3.16563 -0.012
N -1.95327 -2.05754 -1.73280 0.360
C -2.93775 -2.93964 -1.56161 -0.293
C -3.24695 -3.01666 -0.22221 -0.985
C -2.38007 -2.12183 0.38344 -0.020
N -1.59215 -1.53687 -0.53815 -0.333
N -0.28972 -0.77062 -3.21546 0.348
C 0.24839 -0.47423 -4.39833 -0.290
C 1.24506 0.45925 -4.21988 -0.977
C 1.25787 0.69290 -2.85469 -0.002
N 0.32134 -0.05694 -2.24440 -0.331
H -1.01469 -2.85784 -3.60811 -0.095
H -2.35426 -1.39365 -3.84022 -0.096
H -3.34301 -3.44875 -2.42001 0.417
H -3.98988 -3.62826 0.25763 0.425
H -2.28126 -1.86868 1.41824 0.495
H -0.12690 -0.95994 -5.28346 0.416
H 1.87710 0.91183 -4.96280 0.425
H 1.87989 1.35112 -2.28434 0.478
```


DFT (ωB97M-V with the def2-TZVPD basis set) results for C36H70F3NiO18S8 as an isolated structure.

Its multiplicity is 3. For the frontier orbital gap (spin up / spin down), the calculation gives 0.2943 / 0.2535 Eh. For the HOMO energy (spin up / spin down), the calculation gives -11.7 / -11.7 eV. The charge is +1.

Geometry as XYZ:
```
136
Properties=species:S:1:pos:R:3:mulliken_charge:R:1
Ni 15.11608 -5.74649 12.24498 1.445
C 16.52694 -3.13238 10.50340 -1.790
O 15.51152 -2.71773 9.52304 1.019
O 15.77369 -3.96760 11.41275 1.045
C 17.83099 -3.70264 9.83215 0.219
F 17.59682 -4.59603 8.82087 -0.188
F 18.62739 -2.68956 9.30022 -0.325
F 18.62540 -4.21574 10.70084 0.094
C 15.94976 -1.76214 8.50551 -0.775
C 14.66776 -1.34764 7.63554 -0.768
H 14.88336 -0.74437 6.75367 0.280
H 13.90765 -2.07874 7.36017 0.136
H 14.03650 -0.72185 8.26640 0.083
H 16.71560 -2.18357 7.85437 0.301
H 16.39912 -0.87974 8.96109 0.454
H 16.79113 -2.21151 11.02332 -0.170
C 20.57980 -7.84518 12.24408 -0.863
C 20.81965 -6.72281 13.25210 -0.241
C 19.56268 -6.33636 13.95623 -0.195
S 18.14564 -7.21666 13.18145 0.516
O 17.00001 -6.30319 13.03322 -0.375
O 17.89083 -8.43711 13.94238 -0.618
C 19.12079 -7.64380 11.66645 -0.112
H 20.79148 -8.74344 12.82409 0.359
H 21.32089 -7.88159 11.44562 0.454
H 21.13786 -5.82764 12.71779 -0.145
H 21.61311 -7.04433 13.92674 0.497
H 19.31104 -5.28603 13.80932 -0.153
H 19.36290 -6.50850 15.01384 0.518
H 19.17432 -6.68374 11.15312 -0.269
H 18.59135 -8.36397 11.04262 0.515
C 13.05834 -2.02661 14.99111 0.136
C 12.71844 -3.27157 15.84279 -0.647
C 14.02082 -3.84373 16.38537 -0.977
S 15.27630 -3.64198 14.99892 0.876
O 14.98091 -4.53432 13.94565 -0.136
O 16.64154 -3.45802 15.53347 -0.763
C 14.59199 -1.95840 14.56485 -0.451
H 12.88019 -1.10446 15.54431 0.633
H 12.38760 -2.07824 14.13348 -0.461
H 12.37046 -4.03958 15.15202 0.127
H 11.99996 -3.01728 16.62203 0.446
H 14.01830 -4.86720 16.76036 0.508
H 14.43463 -3.28597 17.22546 0.395
H 14.97962 -1.62356 13.60270 0.064
H 15.00332 -1.29479 15.32547 0.401
C 11.42822 -3.80537 9.20145 0.277
C 11.06000 -2.51534 10.04205 -1.097
C 11.86680 -2.73217 11.34836 -0.103
S 11.75986 -4.51873 11.74192 0.866
O 10.62115 -4.77066 12.65903 -0.677
O 13.04906 -5.08625 12.05053 -0.481
C 11.23471 -5.02866 10.07029 -1.051
H 12.46508 -3.72114 8.87598 -0.538
H 10.82351 -3.87517 8.29727 0.543
H 10.02027 -2.36337 10.33178 0.438
H 11.32118 -1.53507 9.64334 0.404
H 11.59546 -2.17281 12.24367 0.487
H 12.90422 -2.78766 11.01856 -0.115
H 10.15900 -5.19718 10.12087 0.396
H 11.52296 -6.04902 9.81754 0.535
C 15.26197 1.26040 11.76079 0.198
C 15.48206 1.64720 13.20656 -0.605
C 14.12281 1.93150 13.88737 -0.690
S 12.81461 1.63022 12.56354 0.940
O 11.77431 2.65577 12.71169 -0.698
O 12.49972 0.16580 12.44952 -0.416
C 13.93053 1.90289 11.21738 -0.939
H 15.13127 0.18014 11.69720 -0.356
H 16.14301 1.34911 11.12518 0.596
H 16.03641 2.57361 13.35681 0.475
H 16.03324 0.89379 13.76931 0.103
H 14.12424 2.98685 14.16001 0.364
H 13.91271 1.27635 14.73279 0.281
H 13.97154 2.99200 11.20196 0.364
H 13.34812 1.56901 10.35865 0.381
C 20.97984 0.23084 12.87726 -0.867
C 19.46737 -0.30490 12.65869 -0.269
C 19.22635 -1.61145 13.38952 -0.112
S 20.92427 -2.39496 13.50970 0.938
O 21.29639 -2.84321 12.21627 -0.379
O 21.09441 -3.19269 14.71583 -0.687
C 21.75029 -0.79012 13.72797 -0.952
H 20.87929 1.25972 13.22278 0.385
H 21.67618 0.30800 12.04223 0.287
H 19.40794 -0.51345 11.59048 0.170
H 18.72978 0.42851 12.98453 0.364
H 18.48355 -2.27555 12.94758 -0.310
H 18.94679 -1.44463 14.42977 0.434
H 22.83393 -0.88103 13.65349 0.549
H 21.49161 -0.63800 14.77583 0.386
C 15.46359 -6.60728 5.28034 -0.786
C 15.95895 -5.50411 6.27810 -0.813
C 14.76028 -5.21441 7.18274 0.438
S 13.20271 -5.35353 6.10829 1.182
O 12.70714 -4.00089 5.79627 -0.654
O 12.33042 -6.37338 6.65704 -0.666
C 14.14730 -6.08803 4.75451 -0.726
H 15.30412 -7.54369 5.81494 0.313
H 16.33000 -6.78272 4.64265 0.398
H 16.16669 -4.54402 5.80569 0.391
H 16.91288 -5.72033 6.75910 0.234
H 14.75521 -4.33303 7.82402 -0.574
H 14.79671 -6.09339 7.82631 0.342
H 14.41093 -5.16529 4.23764 0.360
H 13.46951 -6.76692 4.23701 0.486
C 13.38449 1.77497 5.78567 0.045
C 14.81270 2.27568 6.04698 -0.842
C 14.77284 2.91618 7.44513 -0.213
S 13.17092 3.80992 7.58082 1.051
O 13.40513 5.11414 6.95062 -0.664
O 12.65309 3.61409 8.92750 -0.556
C 12.29003 2.74343 6.31131 -0.873
H 13.37550 0.85965 6.37746 -0.219
H 13.43414 1.63620 4.70569 0.425
H 15.07225 3.06326 5.33957 0.409
H 15.61417 1.54258 5.95591 0.390
H 15.58702 3.54705 7.80180 0.535
H 14.61654 2.10754 8.15912 -0.180
H 11.82695 3.44267 5.61509 0.359
H 11.47287 2.25254 6.83987 0.422
C 22.05084 -3.71087 9.15291 -0.034
C 21.44623 -5.08671 8.74050 0.354
C 22.64212 -6.07657 8.43137 -0.875
S 24.03125 -4.97439 7.72194 1.047
O 24.11319 -5.30381 6.30538 -0.625
O 25.21409 -5.13183 8.62321 -0.623
C 23.11327 -3.34866 8.06515 -0.838
H 22.46114 -3.71775 10.16271 0.249
H 21.16917 -3.07049 9.17871 0.017
H 20.87721 -5.07839 7.81086 0.323
H 20.82631 -5.47297 9.54959 -0.634
H 22.45390 -6.94463 7.79958 0.523
H 23.03154 -6.55857 9.32811 0.345
H 22.68078 -2.84933 7.19812 0.401
H 23.86942 -2.73200 8.55105 0.436
```


DFT (ωB97M-V with the def2-TZVPD basis set) results for a 4-piece molecular cluster, C19H33N3O12P3S overall.

For the frontier orbital gap, the calculation gives 0.2279 Eh. For the HOMO energy, the calculation gives -12.0 eV. The charge is +1.

Geometry as XYZ:
```
71
Properties=species:S:1:pos:R:3:mulliken_charge:R:1
C -4.68155 -0.01104 -2.45117 -0.184
C -3.50112 0.57269 -2.29466 -0.218
C -2.24503 1.48578 -1.79693 -0.716
C -1.86250 0.96910 -0.30597 0.306
C -2.85448 1.30761 0.87162 0.348
C -4.21393 2.18738 0.67295 -0.650
C -3.74654 3.73280 0.97000 -0.144
C -3.68198 4.23251 2.31808 -0.617
N -2.56439 0.83096 2.18917 -0.892
N -1.45828 0.11566 2.36047 1.028
P -1.25266 -0.46919 4.06843 0.459
N -2.42568 0.14066 4.99800 -0.709
O -1.35792 -2.17587 4.19775 -0.437
O 0.21856 0.16290 4.72160 -0.464
C -0.38042 -0.29683 1.48167 0.177
P 1.15922 -1.33189 1.96451 0.409
O 1.42087 -2.52260 0.98379 -0.567
C -0.52705 0.15173 -0.05824 -0.078
P 0.77142 -0.26645 -1.39113 0.246
S 2.32104 0.95869 -1.34107 -0.299
H -5.69383 -0.54968 -2.28361 0.343
H -2.59122 2.59340 -1.67337 0.208
H -1.39228 1.39289 -2.55834 0.442
H -4.62857 2.14171 -0.39815 0.251
H -5.00029 1.80797 1.42161 0.422
H -3.44666 4.33127 0.02088 0.273
H -2.81091 4.93656 2.62892 0.243
H -4.51257 3.95250 3.06120 0.255
H -2.95454 -0.65549 5.40621 0.257
H -1.64014 -2.51772 3.30232 0.390
H 0.39476 -0.22179 5.61797 0.351
H 1.09031 -1.89902 3.27774 0.163
H 2.29323 -0.45637 1.87473 0.196
H 0.14753 -0.04898 -2.68404 0.129
H 1.19919 -1.63368 -1.35287 0.112
C 2.00671 7.73780 -3.55937 -0.608
O 2.57288 7.36466 -2.30407 -0.315
C 2.37612 6.07569 -1.96976 0.753
O 1.78101 5.25249 -2.62853 -0.558
O 2.95717 5.86137 -0.77322 -0.320
C 2.82691 4.52626 -0.29107 -0.512
H 2.22619 8.79388 -3.72496 0.219
H 2.45563 7.16070 -4.37173 0.291
H 0.92141 7.60883 -3.54659 0.285
H 3.30876 3.82120 -0.97306 0.222
H 1.77398 4.26879 -0.14840 0.239
H 3.32961 4.46775 0.67598 0.278
C -1.39396 -5.82618 0.11241 -0.574
O -2.63230 -6.49404 0.34111 -0.305
C -3.60244 -5.70196 0.83496 0.786
O -3.49794 -4.51987 1.08560 -0.554
O -4.70762 -6.45087 1.00212 -0.313
C -5.82710 -5.73701 1.52439 -0.607
H -0.68613 -6.55602 -0.28385 0.273
H -1.51629 -5.02913 -0.62563 0.262
H -0.99231 -5.42910 1.04831 0.241
H -6.12582 -4.93622 0.84302 0.279
H -5.60097 -5.33720 2.51620 0.284
H -6.65796 -6.43828 1.61695 0.225
C 8.48023 -2.40516 -2.71038 -0.613
O 7.23880 -3.07425 -2.49307 -0.326
C 6.25973 -2.28230 -2.01769 0.688
O 6.35544 -1.10112 -1.77417 -0.544
O 5.15286 -3.03539 -1.86006 -0.339
C 4.02687 -2.32039 -1.35846 -0.387
H 9.19306 -3.13786 -3.09245 0.220
H 8.36647 -1.61357 -3.45533 0.293
H 8.86992 -2.00116 -1.77259 0.289
H 3.73501 -1.52479 -2.04926 0.221
H 4.23928 -1.91322 -0.36655 0.275
H 3.19517 -3.02247 -1.27087 0.222
```


Respective max |F| values: 0.7; 0.4; 6.2; 8.1 eV/Å.